# 1
The following is a quantum chemistry calculation of C22H35NO3P2PbS as an isolated structure at a distorted geometry, from the Open Molecules 2025 dataset.

The geometry in XYZ format:
```
65
Properties=species:S:1:pos:R:3:forces:R:3
P 0.584383 -2.501963 -0.242032 0.498 0.716 0.022
P 0.123317 1.600926 0.409347 -0.620 -1.465 -0.276
C 0.089761 -0.900225 -1.036052 0.087 -0.316 -0.904
C 0.918835 0.348491 -0.713261 0.196 0.422 -0.250
H -0.992557 -0.740634 -0.882619 0.269 -0.087 -0.164
H 0.161526 -1.100771 -2.105213 -0.186 0.536 0.320
H 1.874524 0.057924 -0.232265 -0.362 0.312 -0.169
H 1.122515 0.883182 -1.656481 0.312 -0.438 0.440
C -1.279955 2.303281 -0.543838 0.059 0.399 -0.339
H -1.836402 2.983415 0.123957 0.258 -0.214 -0.219
H -1.992090 1.534391 -0.884932 0.352 0.215 0.186
H -0.902612 2.872001 -1.405708 -0.290 -0.022 0.145
C 1.341805 2.942682 0.416301 0.275 0.374 0.279
H 0.936960 3.819918 -0.103473 0.169 -0.174 0.079
H 2.258846 2.601974 -0.076004 -0.142 0.112 0.009
H 1.579350 3.205872 1.453622 -0.030 0.037 -0.311
C -0.593968 -3.702109 -0.959127 0.247 -0.298 -0.494
H -0.577470 -4.588950 -0.309734 -0.063 0.157 -0.264
H -0.298273 -3.992855 -1.975044 -0.281 -0.123 0.067
H -1.622291 -3.313134 -0.971093 0.298 -0.012 0.021
C 2.235270 -2.900101 -0.872016 0.080 -0.427 -0.960
H 2.897344 -2.029517 -0.800007 -0.170 -0.146 -0.019
H 2.199617 -3.267474 -1.901835 0.473 -0.024 -0.014
H 2.638354 -3.689353 -0.224212 -0.039 0.209 -0.198
Pb -1.637602 -0.537276 1.495982 0.704 0.258 1.244
C 0.464618 1.112839 -3.920396 -0.599 0.588 -0.198
C -0.854796 0.998822 -3.691255 0.852 0.802 -0.570
C -1.822681 0.345616 -4.625252 -0.603 -0.544 -0.089
C -1.506920 -1.112525 -5.057093 -0.214 0.066 -0.283
C -0.717202 -1.905608 -4.063303 0.729 -0.491 -0.337
C 0.625229 -1.877761 -4.023234 -0.706 -0.796 -0.386
C 1.518266 -1.046908 -4.893775 0.505 0.221 -0.159
C 1.175201 0.458723 -5.076106 0.152 0.132 -0.245
C 0.016436 -1.937371 2.316409 -1.054 -0.738 1.503
H 1.065892 1.848902 -3.364584 -0.373 -0.583 0.080
H -1.327332 1.562573 -2.892811 0.330 -0.116 -0.084
H -1.926604 0.933035 -5.551905 0.070 0.047 0.297
H -2.815026 0.362715 -4.152341 0.217 -0.023 -0.107
H -2.465942 -1.626177 -5.241451 0.380 0.182 -0.050
H -0.962411 -1.094819 -6.016988 -0.186 -0.037 0.334
H -1.285025 -2.582549 -3.413799 0.369 0.274 -0.133
H 1.176098 -2.592825 -3.403938 -0.465 0.349 0.049
H 1.561237 -1.494080 -5.898383 0.054 0.009 0.161
H 2.543091 -1.116511 -4.494378 -0.333 -0.020 -0.092
H 2.126865 0.996487 -5.244298 -0.447 -0.248 -0.053
H 0.581914 0.577517 -5.998514 0.103 0.027 0.318
H 0.965184 -1.410131 2.474130 -0.201 -0.166 -0.325
H 0.170090 -2.937891 1.839417 -0.488 1.369 1.235
H -0.450891 -2.062391 3.302496 0.200 0.026 0.457
O -2.482222 0.025441 3.807496 1.085 0.759 0.698
C -1.451046 0.648450 4.216612 0.659 -0.501 -1.449
N -0.433788 0.912548 3.366471 -0.421 -0.255 0.472
S 0.949648 1.497801 4.096443 -1.497 -0.828 -0.194
O 1.968773 0.472650 4.121826 -0.321 0.668 -0.090
O 1.294201 2.813468 3.610105 0.018 -0.420 0.100
C 0.137585 1.625556 5.662558 0.463 0.413 0.919
C 0.674201 2.183738 6.819712 -0.512 -0.243 -0.007
C -0.140495 2.195303 7.964470 -0.157 -0.280 -0.475
C -1.432478 1.624156 7.925782 0.208 0.144 -0.304
C -1.953179 1.084373 6.736966 0.545 0.155 -0.215
C -1.145372 1.106899 5.591359 -0.375 0.161 1.094
H 1.688823 2.587181 6.803064 -0.365 -0.071 0.154
H 0.241802 2.652366 8.877606 -0.198 -0.212 -0.176
H -2.046557 1.621989 8.828683 0.213 0.024 -0.279
H -2.954356 0.658679 6.657933 0.271 0.153 0.199
```
Positions in Å, forces in eV/Å.

Values from the calculation:
E_LUMO, Ha: 0.002
Kohn-Sham gap, eV: 6.75
Highest occupied orbital energy, eV: -6.7

# 2
The following is a quantum chemistry calculation of C22H35NO4P2Pb as an isolated structure at a distorted geometry, from the Open Molecules 2025 dataset.

The geometry in XYZ format:
```
65
Properties=species:S:1:pos:R:3:forces:R:3
P -1.876857 2.480231 -2.470035 -1.173 1.647 -0.707
P -3.879638 -0.931714 -1.560538 0.188 1.196 -0.170
C -3.319762 1.465390 -3.089891 0.121 -0.307 -0.059
C -4.267667 0.765604 -2.085621 -0.561 0.199 -0.676
H -2.976103 0.797232 -3.896878 -0.107 0.150 0.363
H -3.915710 2.244247 -3.600422 0.324 -0.158 0.193
H -4.480104 1.417012 -1.214818 0.017 -0.574 -0.428
H -5.230962 0.634900 -2.602594 0.047 0.243 0.087
C -3.966393 -2.040540 -2.954793 -0.139 -0.055 -0.393
H -3.564651 -3.032881 -2.712567 -0.067 0.252 0.080
H -3.400384 -1.629739 -3.800127 -0.143 -0.155 0.114
H -5.023328 -2.153875 -3.235412 0.298 0.031 -0.071
C -5.116450 -1.338549 -0.346482 -0.378 -0.163 0.145
H -5.919226 -1.879123 -0.860286 0.002 0.115 0.218
H -5.503400 -0.402576 0.075606 0.012 -0.285 -0.032
H -4.719591 -1.946324 0.471507 -0.130 0.001 -0.277
C -1.166704 3.124161 -3.997150 0.124 -0.374 -0.305
H -0.132758 3.451284 -3.832798 -0.255 -0.093 -0.170
H -1.779014 3.974933 -4.332896 0.279 -0.341 0.049
H -1.212766 2.327418 -4.753418 0.293 0.348 0.032
C -2.819549 3.913194 -1.853482 0.071 -0.085 0.212
H -3.645804 3.588533 -1.205444 0.324 0.220 -0.071
H -3.244114 4.411957 -2.735114 0.112 -0.060 0.312
H -2.158942 4.597641 -1.307325 -0.285 -0.063 -0.164
Pb 2.341930 -1.822023 -0.151591 0.186 -1.614 0.748
C -2.453926 -0.619623 0.596024 0.412 -1.361 1.029
C -2.241290 -0.878335 -0.830101 0.750 -1.767 -0.962
C -1.065751 -0.354889 -1.767287 -0.025 -1.151 -0.081
C -0.043404 0.638061 -1.230830 0.035 0.320 -0.555
C -0.557610 2.112999 -1.214959 0.823 -0.396 0.157
C -1.138684 2.531162 0.066303 1.118 1.397 0.196
C -2.302910 1.862779 0.567501 -1.219 -0.753 0.914
C -2.044135 0.517482 1.378198 -0.319 1.902 0.380
C 3.424031 0.023749 0.250628 0.466 0.471 0.020
H -2.714114 -1.518786 1.166904 0.049 0.395 -0.197
H -2.082723 -1.981155 -0.858706 0.175 0.318 0.155
H -1.463779 -0.025612 -2.744726 0.245 -0.074 0.506
H -0.497423 -1.269024 -2.035835 -0.280 0.446 0.231
H 0.345681 0.356513 -0.242389 -0.369 0.206 -0.174
H 0.840266 0.588828 -1.894451 -0.434 0.035 0.164
H 0.294501 2.786608 -1.479755 -0.748 -0.358 -0.047
H -0.813584 3.477774 0.506108 0.033 -0.434 -0.089
H -2.943380 1.598066 -0.296740 0.234 -0.025 0.491
H -2.915646 2.534491 1.187157 0.265 -0.189 -0.094
H -0.988209 0.464340 1.706980 -0.337 0.062 -0.013
H -2.672599 0.578857 2.288921 0.533 -0.185 -0.302
H 3.697903 0.052101 1.309538 -0.069 0.127 -0.218
H 2.738085 0.846424 0.004561 0.472 0.102 0.039
H 4.337747 0.042519 -0.360764 -0.316 0.303 0.124
O 4.174484 -3.095139 0.888381 -0.916 0.963 0.839
C 3.775775 -2.662152 2.024193 -0.803 0.148 -0.250
O 2.572261 -2.198394 2.180056 1.339 -0.317 -0.646
C 4.753030 -2.574128 3.163616 0.220 -0.069 0.470
C 4.732730 -1.484686 4.058968 0.148 -0.275 -0.035
C 5.826133 -1.243633 4.895200 0.286 -0.554 -0.194
C 6.921543 -2.124276 4.863541 -1.840 -0.251 -1.550
C 6.836924 -3.338800 4.152746 -0.039 0.688 0.256
C 5.763554 -3.539210 3.290128 -0.001 0.101 0.035
N 8.208733 -1.630574 5.232967 3.431 0.869 1.232
O 8.319914 -0.465324 5.674548 -0.623 -2.240 -0.788
O 9.194967 -2.373423 5.028641 -1.999 1.264 0.429
H 3.895790 -0.788226 4.077044 0.180 -0.200 -0.165
H 5.878127 -0.375394 5.540716 -0.007 0.030 -0.232
H 7.645641 -4.053887 4.238440 -0.033 0.124 -0.192
H 5.739291 -4.434476 2.671097 0.004 0.251 0.089
```
Positions in Å, forces in eV/Å.

Values from the calculation:
E_LUMO (spin up / spin down), Ha: -0.250 / -0.238
Kohn-Sham gap (spin up / spin down), eV: 6.18 / 6.50
Charge: +2
Highest occupied orbital energy (spin up / spin down), eV: -13.0 / -13.0

# 3
The following is a quantum chemistry calculation of a 5-piece molecular cluster, C22H36BCl12O5P overall at a distorted geometry, from the Open Molecules 2025 dataset.

The geometry in XYZ format:
```
77
Properties=species:S:1:pos:R:3:forces:R:3
C 5.692770 -3.310696 -0.178827 -0.488 -0.047 -0.431
C 4.378771 -4.121718 0.187880 1.098 -1.482 0.946
C 3.806940 -3.746126 1.633982 -0.069 1.019 -0.790
C 4.870231 -5.651797 0.359634 -1.610 0.390 0.233
C 3.283213 -4.168042 -0.940814 0.786 -0.152 0.236
C 2.715574 -2.796702 -1.488890 -0.507 -0.040 -1.162
C 2.955782 -1.521824 -0.614634 -0.245 0.655 0.131
C 3.413927 -2.524088 -2.897326 -0.443 -0.123 0.511
C 1.166172 -3.016099 -1.736690 -1.441 -0.126 0.000
C 0.516554 -2.922090 -3.028626 -1.369 -0.482 1.908
C -0.934187 -3.167872 -3.127837 0.477 -0.194 0.731
C -1.743922 -3.541260 -1.993098 2.250 0.044 0.856
O -3.122569 -3.789935 -2.053726 1.012 1.021 0.178
C -3.814668 -2.709660 -1.365764 -0.288 0.186 -0.100
C -4.251164 -3.044618 0.111490 -1.293 -0.169 -0.262
O -4.195177 -1.901575 0.985446 0.579 -0.661 0.274
C -2.952055 -1.855893 1.686573 1.504 0.066 -0.178
C -2.917554 -0.789770 2.836616 -0.936 -0.666 -0.249
B -3.125938 0.718519 2.360287 0.372 -1.295 1.096
P -2.203133 1.602342 0.936233 -0.591 2.611 -2.802
O -3.234341 2.404336 0.190256 0.638 -1.072 0.916
O -1.488735 0.593154 -0.169654 0.162 0.396 1.264
O -1.023791 2.641833 1.475780 -0.334 -2.111 -0.679
C -1.084430 -3.637867 -0.692200 1.571 0.441 -1.219
C 0.328351 -3.367858 -0.586816 -0.606 0.155 -1.381
H 5.691727 -2.276171 0.247452 0.010 -0.817 -0.511
H 5.763764 -3.273598 -1.302207 0.110 0.174 1.088
H 6.613689 -3.837172 0.180079 -0.856 0.502 -0.164
H 4.203661 -4.421368 2.428867 -0.284 0.619 -0.637
H 2.682003 -3.781325 1.633429 1.040 -0.213 0.084
H 4.075041 -2.679580 1.873779 -0.215 -1.030 -0.015
H 5.897410 -5.724848 0.785056 -0.786 -0.009 -0.487
H 4.723018 -6.206218 -0.599232 0.621 0.316 0.731
H 4.145181 -6.101370 1.099027 0.844 0.073 -0.788
H 3.758491 -4.696405 -1.819095 -0.455 0.527 0.838
H 2.489213 -4.884557 -0.583863 0.564 0.969 -0.302
H 2.382137 -0.657044 -1.055654 0.438 -0.900 0.312
H 4.031620 -1.190712 -0.626295 -1.009 -0.573 0.082
H 2.610836 -1.605337 0.449612 0.330 -0.097 -0.975
H 3.287898 -3.455986 -3.501417 0.334 0.833 0.253
H 4.500139 -2.269924 -2.763864 -1.051 -0.354 -0.152
H 2.911409 -1.681099 -3.437214 0.520 -0.600 0.506
H 1.083715 -2.651891 -3.946687 -0.644 -0.311 0.882
H -1.415665 -3.082147 -4.131919 0.397 -0.110 1.024
H -3.138804 -1.816402 -1.393405 -0.812 -0.557 0.214
H -4.745228 -2.512581 -1.967672 1.003 -0.075 0.558
H -3.745090 -3.942873 0.554834 -0.111 0.882 -0.494
H -5.345656 -3.313010 0.068647 1.062 0.237 0.104
H -2.684531 -2.877952 2.091480 -0.460 0.922 -0.223
H -2.141810 -1.591370 0.955350 -0.505 -0.275 0.526
H -1.923108 -0.885045 3.357593 -0.686 0.161 -0.576
H -3.692436 -1.091254 3.595787 0.701 0.429 -0.624
H -3.907441 1.378101 2.968550 0.224 0.297 -0.275
H -1.830011 0.760037 -1.067114 -0.075 0.183 0.549
H -0.263239 2.569717 0.856924 -0.396 0.270 0.544
H -1.616877 -3.922406 0.242036 0.327 0.224 -1.083
H 0.817453 -3.431832 0.415041 -0.526 0.007 -0.943
Cl 1.663420 6.131752 -2.208513 -0.113 -0.059 0.034
C 0.354639 5.438142 -1.247224 0.005 0.211 0.049
Cl 0.351516 3.673964 -1.377823 0.052 -0.026 -0.113
Cl 0.496783 5.934083 0.441895 -0.039 -0.044 -0.167
H -0.588741 5.808751 -1.636338 0.083 -0.073 0.049
Cl 0.716149 6.167495 3.886492 -0.013 -0.051 0.057
C 1.352202 4.551053 4.224752 0.066 -0.040 -0.072
Cl 1.788154 3.724468 2.725382 0.111 -0.017 0.212
Cl 2.744540 4.647706 5.307451 -0.112 -0.013 -0.032
H 0.575332 3.975815 4.717904 0.065 0.082 -0.073
Cl -2.174307 9.602270 2.559425 0.034 -0.091 -0.044
C -2.063564 8.411276 1.258719 -0.018 0.153 -0.017
Cl -3.658358 7.747405 0.884649 0.085 -0.093 0.033
Cl -1.336796 9.129817 -0.182641 -0.020 -0.080 0.062
H -1.426716 7.598342 1.593114 -0.097 0.058 -0.064
Cl -5.122086 10.416083 -2.366030 -0.015 -0.072 0.083
C -6.159362 9.213707 -1.590914 -0.040 0.022 -0.078
Cl -7.732474 9.912846 -1.189795 0.083 -0.039 0.017
Cl -6.353331 7.796228 -2.628022 0.036 0.047 0.088
H -5.682127 8.897723 -0.669662 -0.035 0.056 -0.097
```
Positions in Å, forces in eV/Å.

Values from the calculation:
E_LUMO, Ha: -0.027
Kohn-Sham gap, eV: 8.08
Highest occupied orbital energy, eV: -8.8
SMILES: CC(C)(C)CC(C)(C)c1ccc(OCCOCCBP(=O)(O)O)cc1.ClC(Cl)Cl.ClC(Cl)Cl.ClC(Cl)Cl.ClC(Cl)Cl

| no. | E_tot (eV) | molar mass (g/mol) |
| --- | --- | --- |
| 1 | -65670.723 | 662.74 |
| 2 | -56865.453 | 646.67 |
| 3 | -193868.357 | 847.75 |